# 1
{
  "formula": "C55H32F15GeInN2O2S4Se3Te",
  "method": "ωB97M-V/def2-TZVPD",
  "e_lumo_ev": -0.29,
  "de_lowest_kcal_mol": 1.9,
  "homo_lumo_gap_ev": 6.67,
  "e_tot_ev": -413757.0285,
  "fmax_ev_per_a": 0.50,
  "species": ["C", "C", "C", "H", "H", "H", "C", "C", "C", "H", "Se", "H", "H", "C", "S", "H", "C", "F", "F", "C", "C", "C", "H", "C", "Ge", "C", "S", "C", "C", "C", "Te", "C", "H", "H", "H", "H", "C", "C", "C", "F", "C", "C", "C", "C", "N", "C", "H", "C", "F", "C", "C", "H", "O", "H", "H", "O", "H", "S", "C", "H", "H", "C", "F", "C", "Se", "C", "C", "C", "C", "H", "H", "C", "F", "H", "C", "H", "C", "F", "C", "H", "C", "C", "C", "F", "C", "H", "H", "F", "F", "In", "C", "C", "C", "F", "F", "C", "H", "H", "H", "F", "N", "C", "F", "C", "H", "F", "C", "Se", "C", "C", "C", "C", "S", "H", "H", "C"],
  "positions_angstrom": [[-5.3709, -3.3257, -4.2330], [4.7805, 4.2903, -2.6204], [1.1816, -2.1630, 3.3096], [-5.7790, -6.3160, -3.8548], [1.5624, 1.8575, -8.4719], [-0.7191, -2.3755, -5.6053], [1.4209, 1.7989, -1.7274], [3.5350, 2.7099, -1.1081], [-5.2181, -5.8067, -4.6422], [-5.4348, -1.2117, -3.7834], [-1.5688, 3.2322, 0.5519], [1.4518, -6.0191, -5.0373], [-4.4320, -6.4841, -4.9764], [3.6066, 3.3998, -2.3160], [0.0179, 0.7698, -1.3598], [-0.1034, -2.8272, 4.9588], [1.3412, -3.2750, -3.0312], [4.9700, 3.1770, 6.0174], [2.3728, -2.2037, 8.2128], [0.2045, -3.1634, 3.9683], [4.1680, 2.6586, 5.0926], [-4.8657, -2.1326, -3.7400], [4.9453, 4.3756, -3.6945], [-0.5624, 4.1776, 4.5226], [0.1253, 1.4678, 5.0448], [1.1834, -5.0313, -4.6845], [-2.9655, -0.5916, -2.4983], [1.9713, 1.8316, 4.4472], [-1.2258, 5.9220, 5.9920], [1.8633, -2.7730, -1.8110], [-3.9314, 3.6048, -0.2203], [-2.8431, 0.7447, -4.8753], [2.1508, -2.6117, 3.0972], [2.3649, -5.1701, -2.9149], [2.5844, 3.8211, -4.1566], [-6.3514, -3.3397, -4.6960], [-0.4648, 3.2628, 5.5565], [1.4882, -1.5512, -1.3524], [1.2946, -1.4701, 7.9349], [-0.5777, 2.9570, 7.9056], [0.1244, -1.6670, 8.6427], [1.2616, 0.0641, -5.6165], [-3.3968, -4.4800, -3.5172], [-0.7243, 3.7388, 6.8296], [0.4867, -1.8021, 2.0760], [0.4631, -2.4705, -3.7930], [0.6283, -4.1632, 4.0479], [2.5510, 3.2799, -3.2176], [-1.3556, 5.4779, 8.2934], [2.4452, 1.9100, -0.8024], [4.6587, 2.3797, 3.8289], [4.6117, 5.2976, -2.2321], [-4.1111, 0.3423, -2.3787], [1.8892, -1.1538, -0.4286], [1.3274, -1.2813, 3.9322], [0.1011, 0.5417, 0.1368], [0.6220, 2.4270, -3.6245], [-1.2239, 0.3168, 3.8066], [0.5721, -0.7715, -2.0931], [5.6941, 3.9108, -2.1619], [-1.8560, -3.4536, 3.2885], [-0.9428, 5.4917, 4.7082], [0.0745, -2.5801, 9.6029], [-0.1177, 0.2582, -5.3480], [-4.4377, 0.5046, 1.6783], [-2.8809, -3.2967, -3.0112], [0.0808, -1.1780, -3.3048], [-3.6124, -2.1274, -3.1510], [0.3077, -4.2285, -5.4479], [-1.9235, -3.2869, -2.5044], [-2.8272, -5.3977, -3.4176], [-0.0397, -2.9806, -5.0179], [4.2866, 1.5666, 1.6534], [-0.8354, 2.2233, -8.0480], [2.5000, 1.5738, 3.1988], [4.3420, 2.8028, -0.3902], [1.0871, 1.4168, -7.6044], [2.4154, 2.6289, 6.6186], [-0.7523, -0.3012, -4.1898], [-3.8787, 0.9462, -4.6301], [-0.7631, -2.2683, 2.0551], [-2.0868, -0.0517, -3.9850], [-0.9225, 0.0286, 7.3320], [-1.0221, 6.3384, 3.6868], [2.8449, 2.3779, 5.3727], [-2.8228, 1.8869, -6.6657], [2.5653, -3.3793, -1.2503], [5.9247, 2.6384, 3.5302], [2.4915, -0.3894, 6.2720], [-1.8991, 0.8621, 1.4535], [-2.2536, 1.2723, -5.9783], [1.6889, -4.5633, -3.5066], [0.2395, 0.2753, 6.6148], [-2.1273, -1.1120, 9.0115], [-1.5890, 7.1794, 6.2057], [1.8473, 0.6297, -6.7126], [2.3749, 1.3894, 0.1448], [-0.0924, -4.6075, -6.3798], [1.8569, -0.5317, -4.9350], [1.7362, 1.0610, 2.2187], [-0.9309, -3.1460, 3.0468], [-0.9963, -0.9137, 8.3403], [-0.2450, 3.7872, 3.2818], [-1.1093, 5.0475, 7.0578], [-5.9013, -5.6378, -5.4748], [-2.0394, 0.7008, 7.0440], [1.3293, -0.5117, 6.9375], [-5.0225, 2.7631, 1.8602], [1.4494, 2.4908, -2.9280], [-0.8761, 1.0484, -6.2402], [-0.2420, 1.6196, -7.3708], [3.8199, 1.8329, 2.8767], [-1.9736, -1.8116, 0.9550], [2.9028, 0.4743, -6.8989], [0.7024, -0.9655, 1.5498], [-4.6446, -4.5110, -4.1350]],
  "forces_ev_per_angstrom": [[0.0, 0.0, 0.0], [0.0, 0.0, 0.0], [-0.1, 0.0, -0.1], [0.0, 0.0, 0.0], [0.0, 0.0, 0.0], [0.0, 0.0, 0.0], [0.0, 0.0, 0.0], [0.0, 0.0, 0.0], [0.0, 0.0, 0.0], [0.0, 0.0, 0.0], [0.1, 0.1, -0.2], [0.0, 0.0, 0.0], [0.0, 0.0, 0.0], [0.0, 0.0, 0.0], [-0.2, 0.3, -0.2], [0.0, 0.0, 0.0], [0.0, 0.0, 0.0], [0.0, 0.0, 0.0], [0.0, 0.0, 0.0], [0.0, 0.1, 0.0], [0.0, 0.0, 0.0], [0.0, 0.0, 0.0], [0.0, 0.0, 0.0], [0.0, 0.0, 0.0], [0.0, 0.0, 0.1], [0.0, 0.0, 0.0], [0.0, 0.1, 0.2], [0.1, -0.1, 0.0], [0.0, 0.0, 0.0], [0.0, 0.0, 0.0], [-0.1, 0.0, 0.0], [0.0, 0.0, 0.1], [0.0, 0.0, 0.0], [0.0, 0.0, 0.0], [0.0, 0.0, 0.0], [0.0, 0.0, 0.0], [0.0, 0.1, 0.0], [0.0, 0.0, 0.1], [0.0, 0.0, 0.0], [0.0, -0.1, 0.0], [0.0, 0.0, 0.0], [0.1, 0.0, 0.0], [0.0, 0.0, 0.0], [0.0, 0.0, 0.0], [0.1, 0.0, 0.0], [0.0, 0.0, 0.0], [0.0, 0.0, 0.0], [0.0, 0.0, 0.0], [0.0, 0.0, 0.1], [0.0, 0.0, 0.0], [-0.1, 0.0, 0.0], [0.0, 0.0, 0.0], [0.0, -0.1, 0.0], [-0.1, 0.0, 0.0], [0.0, 0.1, 0.0], [0.2, -0.4, 0.2], [0.0, 0.0, 0.0], [0.1, 0.1, 0.1], [0.1, 0.0, 0.1], [0.0, 0.0, 0.0], [0.0, 0.0, 0.0], [0.0, 0.0, 0.0], [0.0, -0.1, 0.1], [0.0, 0.0, 0.1], [-0.1, -0.1, -0.1], [0.0, 0.0, 0.0], [-0.1, 0.0, 0.0], [0.0, -0.1, 0.0], [0.0, 0.0, 0.0], [0.0, 0.0, 0.0], [0.0, 0.0, 0.0], [0.0, 0.0, 0.0], [0.1, -0.1, 0.1], [0.0, 0.0, 0.0], [-0.1, 0.0, -0.1], [0.0, 0.0, -0.1], [0.0, 0.0, 0.0], [0.0, 0.0, 0.0], [-0.1, 0.0, 0.0], [0.0, 0.0, 0.0], [0.1, 0.1, -0.1], [0.1, 0.0, -0.1], [0.0, 0.0, 0.0], [0.0, 0.0, 0.0], [0.0, 0.0, 0.0], [0.0, 0.0, 0.0], [0.0, 0.0, 0.0], [0.1, 0.0, 0.0], [0.0, 0.0, -0.1], [-0.2, 0.2, 0.1], [0.1, 0.0, -0.1], [0.0, 0.0, 0.0], [-0.1, -0.1, -0.1], [0.0, 0.0, 0.0], [0.0, 0.1, 0.0], [0.0, 0.0, 0.0], [0.0, 0.1, -0.2], [0.0, 0.0, 0.0], [0.0, 0.0, 0.0], [0.0, -0.1, 0.2], [0.0, 0.0, 0.0], [0.0, 0.0, 0.0], [0.1, 0.0, 0.1], [0.0, 0.0, 0.0], [0.0, 0.0, 0.0], [0.0, 0.1, 0.0], [0.0, 0.0, 0.0], [0.0, 0.0, 0.0], [0.0, 0.0, 0.0], [-0.1, 0.1, 0.0], [0.0, 0.0, 0.0], [0.0, 0.0, 0.1], [0.0, -0.1, -0.1], [0.0, 0.0, 0.0], [0.0, 0.0, -0.1], [0.0, 0.0, 0.0]],
  "mulliken_charge": [-0.91, -1.60, 0.29, 0.30, 0.42, 0.49, 0.22, -0.72, -1.52, 0.53, -0.37, 0.41, 0.37, 0.76, 0.79, 0.22, 1.00, -0.30, -0.31, -0.51, 0.22, -0.50, 0.40, -0.02, 0.40, -0.72, 1.12, -0.32, 0.78, -1.47, -0.08, -1.14, 0.45, 0.48, 0.43, 0.38, -0.01, -0.62, 0.25, -0.33, 0.68, -0.59, -0.95, 0.52, 0.45, 0.91, 0.30, -0.95, -0.30, 0.27, 0.61, 0.30, -0.70, 0.34, -0.52, 0.60, 0.68, -0.40, 1.84, 0.39, 0.27, -0.32, -0.32, 1.20, -0.16, -0.10, -1.37, 0.03, -0.83, 0.59, 0.42, -0.83, -0.38, 0.44, -0.25, 0.45, -0.74, -0.39, -0.36, 0.64, -0.15, 0.70, 0.22, -0.28, 1.03, 0.40, 0.44, -0.31, -0.34, 0.75, -1.25, -1.06, -0.23, -0.30, -0.30, -0.93, -0.28, 0.47, 0.44, 0.46, -0.08, 0.09, -0.22, 0.05, 0.38, -0.35, 0.41, -0.38, -0.63, 0.92, -0.90, -0.32, -0.27, 0.46, -0.25, 0.96]
}

---

# 2
{
  "formula": "C55H41O4P2SSe3TeTi",
  "method": "ωB97M-V/def2-TZVPD",
  "e_lumo_ev": [1.45, 1.45],
  "charge": -1,
  "de_lowest_kcal_mol": 17.6,
  "homo_lumo_gap_ev": [4.21, 4.21],
  "e_tot_ev": -321755.1192,
  "fmax_ev_per_a": 1.38,
  "species": ["H", "H", "H", "H", "H", "C", "H", "P", "C", "C", "H", "C", "H", "H", "S", "C", "C", "C", "Se", "Se", "C", "H", "H", "H", "H", "C", "H", "H", "C", "C", "C", "H", "C", "H", "C", "P", "C", "H", "Te", "C", "C", "H", "C", "H", "Se", "H", "O", "C", "H", "O", "C", "C", "C", "H", "H", "H", "C", "H", "H", "C", "C", "C", "C", "C", "C", "H", "H", "C", "C", "C", "C", "H", "C", "C", "C", "C", "C", "C", "C", "H", "C", "H", "H", "H", "C", "C", "H", "C", "C", "O", "H", "C", "C", "C", "C", "C", "C", "H", "C", "C", "Ti", "H", "H", "H", "C", "H", "C", "O"],
  "positions_angstrom": [[1.5578, -2.1049, -0.4765], [1.2778, 3.5978, 3.8470], [4.3848, -2.0781, -4.5209], [3.0882, 4.5110, -1.0870], [1.0580, 6.0204, 4.1708], [3.4215, -2.7078, -1.3408], [-4.4657, -0.3839, 6.6220], [-0.1698, 1.7220, 1.9150], [5.2084, 4.3898, -1.4344], [-1.3890, 1.4683, 4.3080], [-2.5783, -6.9264, -3.4464], [-1.6639, -2.7432, -0.0606], [3.8584, 0.1046, -0.6694], [-2.1933, -0.9722, -4.3800], [-1.7821, -0.9850, 0.1502], [-0.2854, -0.0389, -4.0439], [0.5890, 0.9689, -4.4699], [-1.6297, -4.5238, -1.6308], [-0.8010, 3.2626, -1.8840], [-2.3265, 1.5555, -1.2951], [1.6996, -1.5210, -2.5423], [0.5158, -0.7075, 3.4234], [-0.5551, 2.1128, 4.5555], [-2.5187, -5.6782, 1.4433], [5.2182, -3.1189, -2.4394], [-0.2999, 3.4803, 2.3878], [-6.5034, 0.0980, 4.5142], [4.7675, -0.4168, 3.7765], [-2.0355, -3.6423, 0.9160], [-0.8431, -2.4214, -2.5031], [-5.0600, -1.3373, 2.3642], [-1.6968, -7.5622, -0.7459], [0.2885, 1.7262, -5.5882], [-2.1527, 6.1078, 1.3344], [-1.2760, 4.1992, 1.6998], [0.0297, -0.7788, -2.4228], [-1.4436, 0.9456, 3.0265], [7.2861, 3.9292, -1.7135], [-1.6067, 4.7173, -3.7826], [-2.3542, 1.2726, 5.3049], [2.1699, -2.1231, -1.3734], [1.5028, 1.1732, -3.9155], [-0.5547, 6.2253, 2.7681], [-5.9841, -1.4514, 5.1579], [-4.1196, 2.4668, -0.1456], [-0.9228, -7.2377, -2.9517], [-0.3846, -0.5538, 0.5751], [1.3703, 1.1265, 2.7046], [-1.9518, 3.6940, 1.0154], [1.5139, 2.7694, -0.2086], [3.7624, -2.0971, -3.6357], [-1.7772, 0.5283, -5.8466], [3.8196, 0.0167, 3.4852], [-3.3155, -7.0744, -1.2151], [2.5502, 2.8110, 2.0677], [5.3291, 5.4472, -1.6258], [-4.0551, -1.3601, 1.3933], [2.6620, -1.6782, 4.1099], [-1.1534, 2.1345, -7.1177], [3.7940, 2.5098, -0.8944], [-1.4673, -5.1625, -2.8740], [-4.7777, -0.6927, 3.5344], [4.9056, 1.6463, -0.9682], [2.5022, -1.5168, -3.6742], [-5.6243, -0.5001, 4.7626], [-2.2336, -3.2737, 1.9142], [0.9520, 2.5235, -5.8896], [2.6400, -0.6898, 3.6686], [-2.5367, 0.0635, 2.7038], [6.1616, 2.1783, -1.2528], [-1.0161, -4.4278, -3.9354], [7.0079, 1.5057, -1.2912], [1.4278, -0.1399, 3.2845], [6.3045, 3.5336, -1.4844], [0.4025, 5.5116, 3.4748], [-2.8290, -0.7506, 1.5636], [0.5295, 4.1446, 3.2864], [-1.4799, -0.2344, -4.7280], [4.2260, -2.6890, -2.4728], [-0.8594, -4.8618, -4.9147], [-0.8972, 1.5057, -6.2771], [-0.2485, -2.5373, -4.5409], [-0.6325, 7.2979, 2.8943], [3.7805, -3.1588, -0.4248], [-2.2619, -6.7902, -1.2697], [3.7755, 1.2814, 2.9172], [-4.2483, -1.8838, 0.4638], [-1.3780, -3.1599, -1.4002], [-3.5445, -0.0290, 3.6912], [2.2139, 0.7445, -0.5753], [-5.1725, 1.1512, 6.1455], [-0.6888, -3.0825, -3.7151], [-3.4655, 0.5565, 4.9716], [-1.4019, 5.5650, 1.8927], [-2.0582, -5.4339, -0.6427], [2.4646, 2.0000, -0.5357], [-1.8026, -6.6252, -2.7399], [4.6891, 1.8429, 2.7622], [3.9633, 3.8756, -1.1368], [-4.7074, 0.2427, 5.7604], [0.1527, 1.2340, -0.4969], [-2.2269, 1.7304, 6.2771], [-2.7191, 0.3811, -6.3573], [2.1488, -1.0619, -4.5918], [-2.2180, -5.0097, 0.6478], [-6.0059, -1.8252, 2.1791], [2.5653, 1.8307, 2.5286], [4.8142, 0.3215, -0.7636]],
  "forces_ev_per_angstrom": [[0.0, 0.0, 0.0], [0.0, 0.0, 0.0], [0.0, 0.0, 0.0], [0.0, 0.0, 0.0], [0.0, 0.0, 0.0], [0.0, -0.1, 0.0], [0.0, 0.0, 0.0], [0.1, -0.1, 0.1], [0.1, 0.1, 0.0], [0.1, -0.1, -0.3], [0.0, 0.0, 0.0], [-0.3, -0.1, 0.3], [0.1, 0.0, 0.0], [0.0, 0.1, 0.0], [0.0, -0.1, 0.0], [0.0, 0.2, 0.0], [0.0, -0.1, 0.0], [0.0, -0.1, -0.1], [-0.3, 0.7, -0.2], [-0.5, 0.4, -0.5], [0.1, 0.0, 0.1], [0.0, 0.0, 0.0], [0.0, 0.0, 0.0], [0.0, 0.0, 0.0], [0.0, 0.0, 0.0], [0.0, 0.0, -0.1], [0.0, 0.0, 0.0], [0.0, 0.0, 0.0], [0.2, 0.4, -0.2], [0.0, -0.1, -0.3], [0.0, 0.1, 0.2], [0.0, 0.0, 0.0], [-0.1, 0.0, 0.0], [0.0, 0.0, 0.0], [0.0, -0.1, 0.0], [0.1, 0.0, 0.0], [0.0, 0.1, 0.2], [0.0, 0.0, 0.0], [0.1, -0.1, -0.2], [-0.3, -0.2, 0.1], [0.0, 0.0, 0.0], [-0.1, 0.0, 0.0], [0.0, 0.1, 0.0], [0.0, 0.0, 0.0], [0.0, -0.2, 0.2], [0.0, 0.0, 0.0], [0.3, 0.0, 0.0], [0.0, 0.0, 0.1], [0.0, 0.0, 0.0], [0.7, 0.3, -0.2], [0.1, -0.1, 0.0], [0.0, 0.0, 0.0], [0.0, 0.0, 0.0], [0.0, 0.0, 0.0], [0.0, -0.1, 0.0], [0.0, 0.0, 0.0], [0.2, 0.1, -0.1], [0.0, 0.0, 0.0], [0.0, 0.0, 0.0], [0.2, 0.1, 0.0], [0.1, 0.1, -0.1], [0.0, -0.1, -0.2], [-0.2, 0.2, 0.0], [-0.1, 0.0, 0.0], [-0.1, 0.0, 0.0], [0.0, 0.0, 0.0], [0.0, 0.0, 0.0], [0.1, 0.0, 0.0], [0.1, 0.0, 0.0], [0.0, 0.0, 0.0], [-0.1, -0.3, 0.1], [0.0, 0.0, 0.0], [0.0, 0.0, 0.0], [0.0, 0.0, 0.0], [0.0, 0.1, 0.0], [-0.2, -0.1, -0.2], [0.0, -0.1, 0.1], [0.0, 0.0, 0.0], [0.0, 0.0, 0.0], [0.0, 0.0, 0.0], [0.0, 0.0, 0.0], [0.0, 0.0, 0.0], [0.0, 0.0, 0.0], [0.0, 0.0, 0.0], [-0.1, -0.1, 0.1], [0.1, 0.0, 0.0], [0.0, 0.0, 0.0], [0.1, -0.1, 0.0], [-0.1, 0.0, 0.1], [0.5, 0.1, 0.0], [0.0, 0.0, 0.0], [0.0, 0.2, 0.3], [0.2, 0.1, 0.0], [0.0, 0.0, 0.0], [0.0, 0.0, 0.2], [0.1, -0.1, 0.3], [0.0, -0.1, -0.1], [0.0, 0.0, 0.0], [-0.1, -0.2, 0.1], [0.0, 0.0, 0.1], [-1.0, -0.9, 0.4], [0.0, 0.0, 0.0], [0.0, 0.0, 0.0], [0.0, 0.0, 0.0], [0.0, -0.2, -0.2], [-0.1, 0.0, 0.0], [0.0, 0.1, -0.1], [-0.2, -0.1, 0.0]],
  "mulliken_charge": [0.06, 0.43, 0.44, 0.59, 0.42, -0.45, 0.26, 3.36, -0.90, -0.07, 0.32, 0.34, 0.43, 0.36, 0.93, 0.35, -0.69, 1.99, -0.56, -0.02, 1.27, 0.27, 0.46, 0.44, 0.37, 0.86, 0.28, 0.39, -0.14, 0.00, -1.47, 0.33, -0.85, 0.49, -0.49, 1.98, -0.60, 0.37, -0.51, -1.39, -1.04, 0.37, -0.60, 0.34, -0.69, 0.25, 0.12, 0.61, -0.27, -0.71, -0.71, -0.80, -0.86, 0.29, 0.48, 0.43, -0.55, 0.45, 0.39, 0.13, -0.09, 0.38, 0.16, -0.66, -0.86, 0.66, 0.41, -0.76, -1.40, -0.75, -1.39, 0.46, -0.80, -0.37, -0.91, 0.17, -0.09, -0.48, -0.69, 0.46, -0.61, 0.57, 0.37, 0.45, -0.83, -0.76, 0.68, -2.32, 1.58, -0.65, 0.30, 0.05, 0.09, -0.74, 0.39, 1.66, -0.79, 0.45, -0.54, -0.81, 0.81, 0.46, 0.39, 0.42, -1.38, 0.42, -0.60, -0.75]
}